# 1
16
Properties=species:S:1:pos:R:3:lowdin_charge:R:1 method="wB97M-V/def2-TZVPD" lumo_energy_ev=1.1 smiles="C=C=CC(C)C" e_homo_ev=-8.7 total_energy_ha=-234.4757
C 0.4532 1.8728 1.5627 -0.04
C 1.2022 1.0951 0.8388 -0.21
C 1.4325 0.1394 0.0089 0.00
C -0.3006 -0.2695 -0.1997 -0.38
C -0.6122 0.0295 -1.6399 -0.10
C -0.4500 -1.6789 0.3028 -0.10
H 0.0665 2.7816 1.1261 0.06
H 0.1200 1.5214 2.5296 0.06
H 2.4986 -0.1239 -0.2624 0.11
H -0.9984 0.3591 0.4119 0.12
H -1.5830 -0.3646 -1.9627 0.08
H 0.1926 -0.4118 -2.2219 0.07
H -0.6176 1.1164 -1.7963 0.08
H -0.3537 -1.6927 1.3966 0.08
H -1.4159 -2.1274 0.0423 0.08
H 0.3658 -2.2463 -0.1369 0.07



# 2
23
Properties=species:S:1:pos:R:3:lowdin_charge:R:1 method="wB97M-V/def2-TZVPD" lumo_energy_ev=-0.4 smiles="Nc1ccccc1[N+](=O)[O-].C=C=C" e_homo_ev=-8.5 total_energy_ha=-608.7447
N 1.3360 -0.8053 0.1249 0.10
C 0.5877 -0.5175 -0.9788 -0.28
C 0.2264 -1.5606 -1.8131 -0.02
C -0.7090 -1.2894 -2.8189 -0.05
C -1.1505 0.0264 -3.0473 -0.07
C -0.5141 1.0682 -2.3725 0.02
C 0.3905 0.8272 -1.2959 -0.10
N 1.0222 1.9230 -0.6672 -0.34
O 1.2601 2.9058 -1.2899 0.11
O 1.4448 1.7529 0.5072 0.02
H 1.5449 -1.8360 0.3212 0.13
H 1.6206 -0.0836 0.8350 0.10
H 0.7403 -2.4774 -1.4602 0.12
H -1.0950 -2.0923 -3.3830 0.09
H -1.9056 0.1992 -3.6963 0.07
H -0.8252 2.0066 -2.7242 0.10
C 0.0186 -1.0928 3.5837 -0.02
C -0.4026 0.1056 3.4809 -0.21
C -1.0820 1.1696 3.2709 0.00
H 0.1883 -1.6683 2.6886 0.04
H 0.1732 -1.6722 4.4565 0.05
H -2.1437 0.9325 3.0647 0.08
H -0.7258 2.1785 3.2135 0.05



# 3
152
Properties=species:S:1:pos:R:3:lowdin_charge:R:1 method="wB97M-V/def2-TZVPD" lumo_energy_ev="-1.8 / -7.8" spin_multiplicity=2 s2=0.756 e_homo_ev="-10.9 / -10.9" total_charge=+1 total_energy_ha=-2884.8507
C -13.5645 13.5033 -28.3528 -0.25
C -14.4096 12.3148 -27.9497 -0.23
O -13.6617 11.3774 -27.2262 -0.09
O -12.6897 13.1352 -29.4090 -0.06
H -13.0613 13.8453 -27.4484 0.10
H -14.1861 14.2750 -28.8069 0.13
H -14.8380 11.7940 -28.8061 0.13
H -15.2099 12.6758 -27.3037 0.11
H -12.8824 11.0547 -27.6847 0.11
H -11.9297 13.7215 -29.3946 0.03
C -12.2131 20.7609 -30.2483 -0.19
C -11.9179 22.0943 -29.5227 -0.24
O -13.0428 22.3887 -28.7305 -0.07
O -11.3992 20.5796 -31.4614 -0.09
H -13.2664 20.7103 -30.5245 0.12
H -11.9938 19.9095 -29.6039 0.07
H -11.9739 22.8478 -30.3083 0.12
H -10.9285 22.1184 -29.0660 0.12
H -12.9478 23.2868 -28.4048 0.09
H -11.7592 19.9193 -32.0580 0.01
C -14.2625 17.7312 -26.9663 -0.25
C -13.1418 17.7398 -28.0077 -0.21
O -13.6142 18.0214 -29.3428 -0.08
O -14.8726 18.9853 -26.7794 -0.03
H -13.8809 17.3619 -26.0145 0.09
H -14.9647 17.0214 -27.4036 0.11
H -12.6304 16.7777 -28.0388 0.10
H -12.3681 18.4861 -27.8273 0.09
H -14.1589 18.8076 -29.2612 0.08
H -15.0968 19.1377 -25.8584 0.09
C -13.0983 17.0591 -21.9084 -0.25
C -12.5944 18.2887 -21.1163 -0.18
O -11.4683 18.7877 -21.8404 -0.09
O -13.5856 17.1866 -23.2159 -0.08
H -13.9925 16.8398 -21.3249 0.12
H -12.4035 16.2198 -21.8807 0.12
H -12.2056 17.9493 -20.1562 0.12
H -13.2880 19.1271 -21.0522 0.13
H -11.4554 19.7456 -21.9021 0.09
H -14.0382 16.3566 -23.3829 0.03
C -7.8865 14.8708 -22.1959 -0.21
C -7.8136 16.2614 -21.4750 -0.22
O -8.1136 16.2050 -20.0880 -0.05
O -9.2261 14.5265 -22.5503 -0.11
H -7.5157 14.0179 -21.6275 0.11
H -7.2082 14.9415 -23.0462 0.10
H -8.4855 16.9591 -21.9749 0.08
H -6.8308 16.7019 -21.6427 0.11
H -8.8961 15.6728 -19.9270 0.08
H -9.6423 15.2975 -22.9427 -0.01
C -15.7605 12.1275 -22.7592 -0.01
C -14.9735 12.1845 -24.0479 -0.35
C -13.9896 13.4111 -24.1026 -0.12
O -14.5921 14.6949 -23.9343 -0.18
C -15.3599 15.1600 -25.0211 -0.06
N -14.2581 11.0061 -24.3825 0.30
H -16.6464 11.5036 -22.8781 0.10
H -16.1516 13.1097 -22.4936 0.09
H -15.1407 11.8096 -21.9208 0.10
H -15.6332 12.3887 -24.8913 0.14
H -13.4018 13.4736 -25.0184 0.11
H -13.3189 13.3631 -23.2447 0.13
H -16.3144 14.6409 -25.1081 0.11
H -14.8067 15.0252 -25.9506 0.08
H -15.5632 16.2243 -24.9031 0.10
H -14.0917 11.0722 -25.3764 0.08
H -13.2995 11.1238 -24.0871 0.09
C -8.4259 15.6084 -30.0165 -0.05
C -9.4138 14.6290 -29.4909 -0.41
C -8.9256 13.7533 -28.2746 -0.19
O -7.8317 13.0126 -28.6939 -0.17
C -7.3342 12.1813 -27.6666 -0.10
N -10.5932 15.3726 -29.2489 0.05
H -8.7514 16.1837 -30.8832 0.08
H -7.4516 15.1590 -30.2087 0.08
H -8.1496 16.3170 -29.2357 0.05
H -9.7388 13.9821 -30.3059 0.13
H -9.7022 13.0636 -27.9439 0.11
H -8.5786 14.3578 -27.4366 0.12
H -8.0500 11.4142 -27.3710 0.07
H -7.1757 12.7219 -26.7335 0.08
H -6.3972 11.7080 -27.9601 0.10
H -10.6127 16.1307 -29.9159 0.02
H -10.5258 15.8639 -28.3690 0.04
C -5.5960 15.9847 -26.9014 -0.04
C -6.4673 17.2315 -26.9888 -0.45
C -6.2216 18.2983 -25.9018 -0.22
O -6.8840 17.9870 -24.7074 -0.20
C -6.3206 18.7767 -23.6343 -0.08
N -6.2109 17.9031 -28.2234 0.05
H -6.0186 15.2986 -27.6354 0.06
H -5.6235 15.4418 -25.9566 0.08
H -4.5597 16.1957 -27.1653 0.09
H -7.5209 16.9599 -26.9236 0.10
H -6.4896 19.2967 -26.2473 0.12
H -5.1562 18.3095 -25.6716 0.12
H -5.3707 18.3039 -23.3845 0.09
H -6.9978 18.7781 -22.7802 0.07
H -6.1719 19.8382 -23.8325 0.09
H -6.1786 17.3154 -29.0442 0.07
H -6.9877 18.5299 -28.3776 0.05
C -10.3310 11.7326 -25.5075 -0.05
C -10.2315 11.0508 -24.0946 -0.36
C -8.8111 11.0106 -23.5631 -0.22
O -8.7068 10.2980 -22.3517 -0.17
C -7.4328 10.4192 -21.7234 -0.08
N -11.1725 11.8009 -23.2407 0.08
H -11.3495 11.7930 -25.8910 0.05
H -9.8971 11.0378 -26.2266 0.07
H -9.7781 12.6651 -25.6212 0.07
H -10.6398 10.0403 -24.0768 0.14
H -8.4289 12.0240 -23.4405 0.11
H -8.1987 10.6212 -24.3764 0.13
H -6.8734 9.5587 -22.0906 0.09
H -7.4556 10.1671 -20.6632 0.09
H -6.9220 11.3625 -21.9163 0.08
H -10.8714 11.6856 -22.2835 0.09
H -10.9778 12.7855 -23.3541 0.04
C -11.8238 15.3953 -32.5118 -0.07
C -11.5227 16.8426 -32.6912 -0.40
C -12.8242 17.5648 -33.1986 -0.18
O -12.5391 18.9380 -33.3723 -0.24
C -12.1467 19.2579 -34.7497 -0.04
N -11.0419 17.3313 -31.3931 0.06
H -10.9245 14.9336 -32.1040 0.07
H -12.1289 14.9006 -33.4339 0.09
H -12.6497 15.2542 -31.8146 0.08
H -10.7417 16.9938 -33.4364 0.14
H -13.6313 17.4722 -32.4720 0.13
H -13.2247 17.1638 -34.1297 0.12
H -12.9973 19.2516 -35.4312 0.09
H -11.3897 18.5317 -35.0459 0.08
H -11.6876 20.2465 -34.7576 0.09
H -10.5364 18.1923 -31.5455 0.08
H -11.8074 17.6635 -30.8241 0.06
C -11.2521 15.4495 -25.3351 -0.01
C -10.1715 16.5159 -25.0905 -0.39
C -10.4218 17.7598 -25.8096 -0.19
O -10.0365 17.6128 -27.1495 -0.21
C -9.6158 18.7174 -27.7924 -0.13
N -10.2619 16.7736 -23.6773 0.05
H -11.1473 14.4884 -24.8317 0.05
H -11.2460 15.2106 -26.3986 0.06
H -12.2534 15.8078 -25.0961 0.06
H -9.1368 16.1906 -25.1982 0.15
H -9.8934 18.5958 -25.3514 0.14
H -11.4602 18.0909 -25.8256 0.13
H -9.3717 18.5090 -28.8340 0.10
H -8.7191 19.1380 -27.3372 0.09
H -10.4368 19.4332 -27.8346 0.08
H -9.6491 17.5313 -23.4118 0.08
H -11.1912 17.1625 -23.6051 0.05



# 4
13
Properties=species:S:1:pos:R:3:lowdin_charge:R:1 method="wB97M-V/def2-TZVPD" lumo_energy_ev=4.4 e_homo_ev=-3.7 total_charge=-1 total_energy_ha=-286.2252
C 1.4450 1.3138 1.6267 -0.28
O 1.1229 1.4494 0.2786 -0.23
H 1.3945 0.2746 2.0062 0.06
H 2.4477 1.7215 1.7579 0.05
H 0.6929 1.6664 2.3743 0.06
N -1.4843 -1.2083 -2.0024 -0.05
C -0.7595 -1.1337 -0.6287 -0.54
O -0.8780 0.0249 -0.0109 -0.25
H -2.3714 -0.7467 -1.8313 0.02
H -0.9989 -0.6091 -2.6613 0.02
H -1.1609 -2.0516 -0.1189 0.07
H 0.2530 -1.4660 -0.9095 0.08
H 0.2969 0.7649 0.1192 0.00



# 5
97
Properties=species:S:1:pos:R:3:lowdin_charge:R:1 method="wB97M-V/def2-TZVPD" lumo_energy_ev=2.5 e_homo_ev=-5.0 total_charge=-1 total_energy_ha=-3897.5204
Pb -0.4779 -0.9085 -0.6634 1.27
C 2.4321 -2.6120 -3.0168 -0.19
Si 3.2916 -1.5486 -1.7292 0.26
C 4.8181 -0.8073 -2.5605 -0.18
C 3.8651 -2.7065 -0.3629 -0.17
N 2.1935 -0.3865 -1.1969 -0.31
P 1.9889 0.9371 -0.3601 0.60
C 0.3606 1.1389 0.0249 -0.60
P -0.9262 2.0798 -0.4947 0.59
N -2.0576 1.1146 -1.0701 -0.35
Si -3.7160 1.0944 -1.4413 0.28
C -4.7523 0.6792 0.0740 -0.18
C -4.0048 -0.2244 -2.7358 -0.18
C -4.3815 2.7260 -2.1209 -0.18
C -1.6313 3.0961 0.8610 -0.27
C -1.3830 2.7326 2.1814 -0.09
C -1.9950 3.4047 3.2314 -0.08
C -2.8550 4.4617 2.9693 -0.10
C -3.0964 4.8446 1.6559 -0.09
C -2.4891 4.1656 0.6100 -0.10
C -0.4947 3.3527 -1.7307 -0.28
C -0.7918 3.1201 -3.0690 -0.09
C -0.4436 4.0495 -4.0403 -0.09
C 0.2092 5.2185 -3.6787 -0.10
C 0.5210 5.4530 -2.3454 -0.09
C 0.1704 4.5246 -1.3778 -0.09
C 2.9915 0.9147 1.1749 -0.28
C 4.3501 0.6022 1.1263 -0.10
C 5.1119 0.5699 2.2834 -0.09
C 4.5208 0.8533 3.5107 -0.10
C 3.1720 1.1676 3.5695 -0.09
C 2.4138 1.1994 2.4045 -0.09
C 2.7406 2.3628 -1.2305 -0.27
C 3.3302 3.4283 -0.5548 -0.08
C 3.8911 4.4865 -1.2567 -0.10
C 3.8594 4.4936 -2.6439 -0.11
C 3.2607 3.4427 -3.3256 -0.09
C 2.7089 2.3828 -2.6223 -0.09
H 3.0974 -3.3861 -3.4092 0.02
H 2.0852 -2.0032 -3.8556 0.02
H 1.5595 -3.1096 -2.5850 0.02
H 5.4795 -1.5932 -2.9369 0.02
H 5.4002 -0.1804 -1.8802 0.01
H 4.5259 -0.1788 -3.4059 0.02
H 4.4748 -3.5218 -0.7634 0.02
H 2.9895 -3.1384 0.1292 0.02
H 4.4512 -2.1839 0.3975 0.01
H -4.5474 -0.3431 0.4044 0.01
H -5.8227 0.7506 -0.1374 0.03
H -4.5317 1.3707 0.8947 0.02
H -3.6457 -1.1962 -2.3875 0.00
H -3.4745 0.0211 -3.6604 0.02
H -5.0671 -0.3269 -2.9744 0.03
H -4.4935 3.4726 -1.3317 0.01
H -5.3686 2.5661 -2.5646 0.02
H -3.7291 3.1431 -2.8919 0.01
H -0.6968 1.9169 2.3769 0.07
H -1.7943 3.1050 4.2527 0.10
H -3.3317 4.9906 3.7854 0.10
H -3.7603 5.6746 1.4462 0.10
H -2.6783 4.4722 -0.4121 0.10
H -1.3053 2.2042 -3.3381 0.10
H -0.6852 3.8601 -5.0792 0.10
H 0.4829 5.9446 -4.4347 0.10
H 1.0455 6.3566 -2.0605 0.10
H 0.4129 4.7121 -0.3377 0.11
H 4.8145 0.3852 0.1715 0.09
H 6.1652 0.3218 2.2314 0.10
H 5.1128 0.8205 4.4174 0.10
H 2.6998 1.3707 4.5227 0.10
H 1.3560 1.4202 2.4386 0.07
H 3.3624 3.4250 0.5286 0.11
H 4.3559 5.3045 -0.7193 0.10
H 4.2966 5.3189 -3.1931 0.10
H 3.2241 3.4481 -4.4082 0.10
H 2.2548 1.5497 -3.1467 0.10
N -1.8762 -0.6791 1.5536 -0.02
N -2.3167 -1.8442 2.2228 0.02
C -2.5122 -2.9744 1.4839 -0.43
N -2.2380 -4.1232 2.1072 0.20
N -2.9749 -2.7563 0.2575 0.13
N -3.1539 -3.8306 -0.5578 -0.45
O -3.1837 -3.5870 -1.7484 0.02
O -3.3202 -4.9721 -0.1099 0.00
H -1.1083 -0.3030 2.1115 0.04
H -2.6330 -0.0071 1.4880 0.06
H -1.8448 -1.9922 3.1064 0.11
H -1.4456 -4.0959 2.7499 0.07
H -2.4540 -4.9591 1.5867 0.08
C 2.5073 -2.3447 3.1152 -0.14
S 0.7694 -2.2440 2.8152 0.40
O 0.3097 -0.9708 3.3716 -0.36
O 0.1667 -3.3944 3.4958 -0.37
O 0.6087 -2.3172 1.3554 -0.47
H 2.6724 -2.2649 4.1873 0.07
H 2.9954 -1.5272 2.5890 0.04
H 2.8558 -3.3035 2.7385 0.06